(1)
56
Properties=species:S:1:pos:R:3 method="wB97M-V/def2-TZVPD" fmax_ev_per_a=2.9 total_charge=0 orbital_gap_ev="5.418 / 5.823" spin_multiplicity=2 homo_ev="-8.1 / -8.3" relative_energy_kcal_mol=69.3
Ir 1.39 -1.25 0.58
S 3.87 -0.63 0.63
C 3.99 0.41 -0.74
C 5.25 0.64 -1.31
C 5.41 1.50 -2.38
C 6.68 1.64 -2.99
N 7.71 1.73 -3.49
C 4.30 2.22 -2.88
C 3.06 2.01 -2.32
C 2.87 1.08 -1.29
S 1.25 0.82 -0.78
C 4.45 3.14 -3.94
N 4.55 3.88 -4.82
H 6.11 0.12 -0.92
H 2.20 2.55 -2.68
N -4.47 4.81 -0.68
C -3.79 3.66 -0.40
C -4.10 2.91 0.74
C -3.44 1.73 1.01
C -2.46 1.29 0.13
C -2.10 2.04 -0.97
C -2.75 3.22 -1.23
S -1.85 -0.37 0.28
O -2.87 -1.20 0.86
O -1.29 -0.77 -0.99
N -0.53 -0.37 1.25
C -0.35 -0.29 2.54
N -1.21 0.21 3.42
C -0.84 0.25 4.68
C 0.40 -0.21 5.12
C 1.25 -0.71 4.15
N 0.90 -0.75 2.88
H -5.34 4.98 -0.21
H -4.38 5.20 -1.60
H -4.89 3.24 1.40
H -3.70 1.12 1.86
H -1.34 1.66 -1.63
H -2.49 3.80 -2.11
H -1.58 0.66 5.36
H 0.67 -0.18 6.16
H 2.24 -1.09 4.39
C 1.77 -3.41 -0.08
C 0.37 -3.53 -0.28
C -0.52 -3.80 0.80
C -1.87 -3.88 0.60
C -2.41 -3.71 -0.69
C -1.56 -3.47 -1.77
C -0.21 -3.40 -1.58
C -3.80 -3.77 -0.89
N -4.93 -3.85 -1.08
H 2.40 -3.47 -0.96
H 2.19 -3.86 0.82
H -0.12 -3.92 1.79
H -2.54 -4.07 1.43
H -1.98 -3.34 -2.76
H 0.44 -3.19 -2.42



(2)
228
Properties=species:S:1:pos:R:3 method="wB97M-V/def2-TZVPD" fmax_ev_per_a=3.4 total_charge=+4 orbital_gap_ev=7.199 homo_ev=-14.7
C 0.52 0.59 -0.65
C -0.77 0.63 0.21
O -1.96 0.26 -0.40
H 1.29 1.04 -0.03
H 0.32 1.26 -1.49
H 0.84 -0.38 -1.05
H -0.76 1.58 0.74
H -0.63 0.03 1.10
C 3.20 -2.42 -0.55
C 3.40 -3.75 -1.26
C 4.81 -3.97 -1.89
N 4.89 -5.31 -2.71
C 6.35 -5.59 -2.94
C 6.57 -6.74 -3.92
C 5.85 -6.71 -5.27
C 4.32 -6.38 -4.96
C 4.16 -5.13 -4.10
C 4.36 -6.44 -1.90
H 3.39 -1.61 -1.25
H 3.90 -2.20 0.25
H 2.28 -2.31 0.02
H 2.53 -3.89 -1.91
H 3.22 -4.51 -0.51
H 5.61 -4.04 -1.15
H 5.16 -3.14 -2.50
H 6.74 -4.68 -3.39
H 6.86 -5.72 -1.99
H 7.65 -6.67 -4.04
H 6.42 -7.74 -3.52
H 6.32 -5.92 -5.86
H 6.03 -7.65 -5.78
H 3.83 -6.20 -5.93
H 3.93 -7.29 -4.50
H 4.63 -4.32 -4.65
H 3.12 -4.85 -3.93
H 4.71 -6.23 -0.89
H 4.75 -7.39 -2.25
H 3.27 -6.50 -1.99
C -6.14 -0.84 -2.76
C -5.18 -1.99 -2.73
C -4.19 -2.04 -1.52
N -3.12 -3.20 -1.53
C -2.44 -3.40 -0.20
C -3.39 -4.22 0.74
C -3.68 -5.66 0.13
C -4.45 -5.44 -1.17
C -3.58 -4.57 -2.17
C -2.07 -2.63 -2.52
H -6.96 -1.24 -2.17
H -6.56 -0.74 -3.76
H -5.72 0.14 -2.53
H -4.61 -1.88 -3.65
H -5.73 -2.94 -2.78
H -4.74 -2.26 -0.61
H -3.78 -1.05 -1.31
H -2.37 -2.42 0.27
H -1.46 -3.86 -0.35
H -4.41 -3.86 0.85
H -2.95 -4.32 1.73
H -4.27 -6.35 0.73
H -2.79 -6.28 0.04
H -5.38 -4.89 -1.01
H -4.72 -6.38 -1.66
H -4.04 -4.38 -3.14
H -2.73 -5.15 -2.52
H -2.07 -1.54 -2.57
H -2.37 -2.95 -3.52
H -1.05 -3.00 -2.36
C -0.71 1.20 -5.52
C -1.88 2.10 -5.13
C -1.56 2.91 -3.85
N -2.82 3.63 -3.29
C -2.49 4.23 -1.91
C -1.72 5.52 -1.98
C -2.41 6.61 -2.83
C -2.56 6.07 -4.27
C -3.38 4.76 -4.29
C -4.01 2.64 -3.19
H -0.66 0.37 -4.81
H 0.24 1.73 -5.51
H -0.80 0.78 -6.52
H -2.77 1.47 -5.05
H -1.91 2.83 -5.93
H -0.74 3.64 -3.83
H -1.33 2.09 -3.16
H -2.04 3.45 -1.29
H -3.44 4.38 -1.41
H -0.78 5.23 -2.45
H -1.43 5.90 -1.00
H -1.82 7.53 -2.84
H -3.35 6.97 -2.40
H -1.55 5.93 -4.64
H -3.11 6.74 -4.94
H -3.36 4.30 -5.27
H -4.42 4.93 -4.02
H -4.88 3.15 -2.78
H -3.62 1.76 -2.68
H -4.29 2.45 -4.22
C -0.32 -0.76 6.34
C -0.70 -1.72 5.20
C 0.66 -2.42 4.74
N 0.56 -3.49 3.56
C -0.46 -4.57 4.03
C -0.51 -5.90 3.08
C 0.97 -6.44 2.92
C 1.91 -5.33 2.47
C 1.94 -4.03 3.25
C 0.03 -2.87 2.26
H 0.00 -1.37 7.19
H -1.13 -0.10 6.65
H 0.48 -0.06 6.09
H -1.29 -1.13 4.49
H -1.38 -2.47 5.60
H 1.04 -2.94 5.61
H 1.51 -1.82 4.44
H -0.18 -4.71 5.08
H -1.38 -4.00 3.98
H -1.17 -6.69 3.44
H -0.89 -5.65 2.10
H 1.24 -6.76 3.92
H 0.89 -7.31 2.26
H 2.89 -5.81 2.51
H 1.57 -5.28 1.44
H 2.51 -4.13 4.17
H 2.42 -3.30 2.60
H 0.00 -3.69 1.54
H 0.81 -2.17 1.92
H -0.97 -2.47 2.40
C 2.09 8.31 5.27
C 1.30 7.02 5.10
C 2.12 5.96 4.30
N 1.33 4.68 3.78
C 0.51 3.86 4.88
C -0.02 2.50 4.32
C 1.10 1.70 3.65
C 1.90 2.43 2.59
C 2.38 3.82 3.02
C 0.30 5.13 2.73
H 2.27 8.81 4.32
H 3.08 8.21 5.73
H 1.51 9.03 5.85
H 0.35 7.28 4.63
H 0.97 6.70 6.09
H 2.84 5.44 4.94
H 2.69 6.26 3.42
H 1.28 3.81 5.64
H -0.32 4.52 5.16
H -0.41 1.85 5.10
H -0.82 2.60 3.58
H 1.76 1.40 4.47
H 0.79 0.79 3.14
H 2.63 1.68 2.26
H 1.24 2.57 1.74
H 3.19 3.73 3.75
H 2.79 4.40 2.19
H -0.09 4.21 2.29
H 0.74 5.82 2.01
H -0.51 5.65 3.24
C -2.90 5.33 1.40
C -3.54 4.27 2.20
C -3.88 3.07 1.27
N -4.82 2.00 1.97
C -5.27 1.08 0.86
C -5.92 -0.24 1.25
C -4.93 -1.00 2.17
C -4.52 -0.14 3.38
C -4.10 1.27 3.09
C -6.16 2.59 2.60
H -2.88 6.26 1.98
H -3.42 5.65 0.49
H -1.86 5.23 1.11
H -4.50 4.61 2.60
H -2.87 3.83 2.94
H -3.00 2.59 0.86
H -4.36 3.46 0.37
H -4.36 0.89 0.29
H -5.92 1.66 0.19
H -6.15 -0.68 0.28
H -6.83 0.02 1.80
H -3.93 -1.17 1.77
H -5.40 -1.93 2.49
H -3.77 -0.62 4.01
H -5.44 -0.21 3.96
H -3.04 1.19 2.87
H -4.15 1.86 4.01
H -6.72 3.27 1.96
H -5.87 3.13 3.51
H -6.70 1.73 2.99
C 3.95 1.47 -6.80
C 3.82 2.15 -5.47
C 4.79 1.55 -4.41
N 4.69 2.28 -3.06
C 3.23 2.25 -2.47
C 3.14 2.87 -1.09
C 4.05 2.14 -0.08
C 5.49 2.06 -0.58
C 5.62 1.54 -2.10
C 5.23 3.73 -3.19
H 3.84 0.39 -6.70
H 4.92 1.65 -7.28
H 3.18 1.85 -7.48
H 2.74 2.16 -5.28
H 4.08 3.16 -5.78
H 5.83 1.59 -4.75
H 4.52 0.54 -4.11
H 2.98 1.19 -2.46
H 2.51 2.69 -3.17
H 2.10 2.84 -0.78
H 3.42 3.92 -1.05
H 3.56 1.19 0.16
H 4.04 2.83 0.76
H 6.15 1.49 0.08
H 6.02 3.02 -0.55
H 5.43 0.47 -2.15
H 6.66 1.68 -2.39
H 5.26 4.26 -2.25
H 4.67 4.19 -4.01
H 6.23 3.73 -3.63
B -4.41 -3.62 4.62
F -3.74 -4.24 5.64
F -4.93 -4.64 3.84
F -5.44 -2.90 5.04
F -3.53 -2.92 3.85
B 4.51 -0.81 3.17
F 3.89 -0.45 1.97
F 5.83 -0.41 3.20
F 3.78 -0.20 4.16
F 4.43 -2.18 3.27



(3)
19
Properties=species:S:1:pos:R:3 method="wB97M-V/def2-TZVPD" fmax_ev_per_a=2.2 total_charge=+1 orbital_gap_ev="10.862 / 4.570" spin_multiplicity=2 homo_ev="-14.1 / -13.9" relative_energy_kcal_mol=12.8
C -1.47 1.68 -0.23
C -0.23 1.42 -1.13
N -0.72 1.24 -2.48
N -1.19 1.47 1.16
H -1.75 2.74 -0.39
H -2.35 1.09 -0.52
H 0.40 2.31 -1.00
H 0.31 0.51 -0.85
H 0.05 0.85 -3.04
H -0.89 2.15 -2.90
H -0.37 2.00 1.45
H -1.97 1.66 1.79
N -0.33 -1.34 0.89
C 1.03 -1.44 0.71
O 1.52 -2.70 0.62
O 1.80 -0.52 0.60
H -0.86 -1.99 0.33
H -0.66 -0.39 0.92
H 0.82 -3.34 0.83



(4)
13
Properties=species:S:1:pos:R:3 method="wB97M-V/def2-TZVPD" fmax_ev_per_a=8.1 total_charge=0 orbital_gap_ev=9.901 homo_ev=-9.2 relative_energy_kcal_mol=75.5
C -1.49 -1.41 0.19
C 0.11 0.55 0.32
C 1.89 1.73 -0.16
H -1.31 -1.22 -0.89
H -2.54 -1.61 0.49
H -0.92 -2.54 0.64
H -0.85 -0.25 1.93
H 2.87 2.39 -0.03
H 0.20 -0.17 -1.89
N -1.05 -0.19 0.85
N 0.73 1.51 0.70
N 1.67 1.06 -1.22
N 0.69 0.16 -0.90



(5)
50
Properties=species:S:1:pos:R:3 method="wB97M-V/def2-TZVPD" fmax_ev_per_a=3.5 total_charge=-1 orbital_gap_ev=6.238 homo_ev=-3.8 relative_energy_kcal_mol=14.4
C -0.65 0.10 -0.57
C -2.14 0.33 -0.56
S -2.69 1.47 0.77
N -0.46 -1.05 -1.54
C 0.61 -1.91 -1.38
N 1.79 -1.55 -0.70
O 0.64 -2.91 -2.08
H -0.15 0.92 -1.09
H -0.30 -0.11 0.43
H -2.51 1.02 -1.33
H -2.86 -0.51 -0.53
H -1.22 -1.46 -2.06
H 1.74 -1.19 0.25
H 2.50 -2.26 -0.71
H 0.94 1.76 -3.10
H -0.32 2.46 -2.59
O 0.64 2.56 -2.67
H 1.97 -0.04 2.45
H 0.97 -1.00 2.91
O 1.35 -0.71 2.06
H -0.84 2.68 2.44
H 0.61 2.87 1.82
O 0.07 2.37 2.44
H -1.19 0.74 2.72
H -2.34 0.13 3.58
O -1.40 0.04 3.36
H 2.01 1.35 -0.22
H 1.44 2.77 -0.27
O 1.91 2.14 0.31
H -0.68 0.71 -3.47
H -2.16 1.03 -3.70
O -1.27 1.34 -3.90
H 2.09 -0.10 -2.54
H 2.77 -0.82 -3.51
O 2.31 0.03 -3.48
H 1.77 1.82 2.99
H 2.94 1.91 2.17
O 2.68 1.44 2.98
H -1.79 -4.01 -1.14
H -2.28 -2.76 -0.35
O -2.56 -3.46 -0.96
H -0.12 3.19 -0.91
H -0.78 4.44 -0.40
O 0.05 3.95 -0.33
H -0.43 -4.15 1.37
H 0.18 -3.94 0.17
O -0.61 -4.44 0.46
H -1.16 -1.78 3.44
H -0.56 -3.00 3.10
O -0.53 -2.41 3.87